ORCA calculation (ωB97M-V with the def2-TZVPD basis set) on 2 unconnected molecules or ions with the total composition C24H48BFN2O7S.

Each line ends with the Löwdin charge.
Element x y z (Å)
C: -0.77 0.26 5.72  -0.01
C: -1.09 -0.71 4.60  -0.50
O: -0.80 -1.88 4.69  0.06
N: -1.74 -0.21 3.46  -0.11
C: -2.29 1.13 3.54  -0.08
C: -1.02 -0.46 2.20  -0.17
C: 0.20 0.44 1.96  -0.16
C: 1.24 -0.22 1.04  -0.16
C: 1.61 0.61 -0.21  -0.10
C: 3.11 0.67 -0.56  -0.43
C: 3.59 -0.78 -0.79  -0.31
C: 2.99 -1.45 -2.01  -0.02
F: 4.97 -0.80 -0.97  -0.01
O: 3.29 1.42 -1.71  -0.05
B: 4.56 2.24 -1.60  -0.54
O: 5.02 1.98 -0.18  -0.07
C: 4.02 1.33 0.52  -0.32
C: 3.34 2.34 1.46  -0.11
C: 2.51 3.46 0.81  -0.20
C: 3.09 4.84 1.11  -0.22
C: 2.25 6.00 0.58  -0.24
S: 2.56 6.43 -1.10  0.58
O: 3.94 6.71 -1.29  -0.27
O: 1.83 5.60 -2.01  -0.28
O: 1.77 7.85 -1.10  -0.19
H: -1.67 0.61 6.22  0.08
H: -0.13 -0.26 6.43  0.08
H: -0.24 1.14 5.33  0.08
H: -1.53 1.92 3.66  0.08
H: -3.00 1.20 4.36  0.08
H: -2.82 1.34 2.61  0.09
H: -0.72 -1.51 2.19  0.12
H: -1.74 -0.33 1.39  0.10
H: -0.13 1.38 1.51  0.10
H: 0.64 0.70 2.92  0.11
H: 0.85 -1.19 0.71  0.10
H: 2.14 -0.45 1.62  0.11
H: 1.23 1.62 -0.10  0.09
H: 1.10 0.20 -1.08  0.11
H: 3.42 -1.39 0.11  0.14
H: 3.35 -2.48 -2.07  0.08
H: 1.90 -1.48 -1.96  0.05
H: 3.31 -0.90 -2.89  0.09
H: 5.41 1.84 -2.40  0.05
H: 4.29 3.44 -1.74  0.06
H: 4.41 0.52 1.16  0.14
H: 4.18 2.82 1.98  0.11
H: 2.77 1.82 2.24  0.10
H: 2.42 3.33 -0.27  0.10
H: 1.49 3.44 1.22  0.10
H: 3.14 4.98 2.20  0.11
H: 4.12 4.91 0.74  0.12
H: 1.18 5.77 0.63  0.11
H: 2.43 6.92 1.14  0.10
H: 1.27 7.88 -1.93  0.08
C: -2.86 -3.10 -4.01  -0.02
C: -2.09 -3.25 -2.67  -0.47
C: -2.10 -4.70 -2.16  -0.14
C: -3.45 -5.15 -1.62  -0.18
C: -3.93 -4.20 -0.53  -0.13
C: -4.00 -2.74 -1.00  -0.49
N: -2.67 -2.37 -1.60  -0.10
O: -1.81 -2.05 -0.71  -0.03
C: -5.17 -2.56 -1.98  -0.04
C: -4.26 -1.81 0.18  -0.04
C: -0.65 -2.82 -2.92  -0.05
H: -3.19 -4.06 -4.39  0.09
H: -3.73 -2.45 -3.92  0.06
H: -2.21 -2.65 -4.76  0.08
H: -1.36 -4.78 -1.37  0.13
H: -1.77 -5.35 -2.98  0.12
H: -4.19 -5.22 -2.42  0.10
H: -3.35 -6.16 -1.20  0.11
H: -4.93 -4.49 -0.17  0.12
H: -3.25 -4.26 0.33  0.13
H: -5.14 -1.58 -2.45  0.09
H: -6.10 -2.65 -1.43  0.09
H: -5.19 -3.31 -2.77  0.06
H: -3.53 -1.95 0.97  0.07
H: -5.25 -2.02 0.58  0.09
H: -4.23 -0.77 -0.14  0.09
H: -0.59 -1.77 -3.19  0.10
H: -0.25 -3.42 -3.74  0.09
H: -0.02 -2.97 -2.04  0.07

Energy relative to the best compared isomer or geometry (same formula, charge and spin) = 0.0 kcal per mole
Charge = -1
Multiplicity = 2
HOMO level (alpha / beta) = -3.713 / -3.713 eV
<S²> = 0.7541
Max |F| = 0.90 eV/A